{"formula": "C3H9N2O", "method": "wB97M-V/def2-TZVPD", "relative_energy_kj_mol": 260.2, "smiles": "NC[C@@H](O)C=[NH2+]", "total_charge": 1, "lumo_ev": -5.299, "spin_multiplicity": 1, "homo_lumo_gap_ev": 8.27, "fmax_ha_per_bohr": 0.0641, "total_energy_ev": -8276.3773, "species": ["C", "C", "C", "N", "N", "O", "H", "H", "H", "H", "H", "H", "H", "H", "H"], "xyz": [[0.2330, -0.6431, 0.3922], [-0.1173, -0.8117, -1.1659], [-0.7904, 0.0962, 1.2896], [0.2140, 0.4212, -1.8104], [-0.4498, 1.2795, 1.6961], [1.4136, 0.0012, 0.5748], [0.1235, -1.6135, 0.7011], [-1.1253, -1.1089, -1.3886], [0.6342, -1.5409, -1.5817], [-1.8117, -0.4428, 1.3891], [-0.3156, 1.2208, -1.4295], [1.1343, 0.6615, -1.5715], [2.0912, -0.6557, 0.5319], [-1.0038, 2.0564, 1.9915], [0.5146, 1.4083, 1.5722]], "nbo_charge": [-0.01, -0.22, 0.29, -0.78, -0.62, -0.71, 0.21, 0.23, 0.23, 0.26, 0.34, 0.36, 0.51, 0.45, 0.44]}

---

{"formula": "C3H9N2O", "method": "wB97M-V/def2-TZVPD", "relative_energy_kj_mol": 313.0, "smiles": "CO[C@@H](N)C=[NH2+]", "total_charge": 1, "lumo_ev": -4.626, "spin_multiplicity": 1, "homo_lumo_gap_ev": 9.99, "fmax_ha_per_bohr": 0.0951, "total_energy_ev": -8275.8299, "species": ["C", "C", "C", "N", "N", "O", "H", "H", "H", "H", "H", "H", "H", "H", "H"], "xyz": [[-1.0214, 0.6069, -0.4805], [2.0308, 0.9411, -0.0604], [0.0900, -0.5720, -0.1896], [-2.0901, 0.3806, 0.1610], [-0.6948, -1.6547, 0.3881], [1.1817, -0.0721, 0.4732], [-0.7598, 1.5470, -0.9250], [1.6102, 1.9481, 0.1570], [2.3424, 0.8945, -1.1578], [3.0117, 0.7543, 0.6472], [0.2415, -0.8759, -1.3203], [-2.7815, 1.1759, 0.3380], [-0.5918, -2.6031, -0.0150], [-0.5236, -1.8564, 1.4472], [-2.0454, -0.6140, 0.5369]], "nbo_charge": [0.25, -0.29, 0.24, -0.62, -0.89, -0.52, 0.23, 0.19, 0.21, 0.24, 0.19, 0.45, 0.43, 0.42, 0.46]}

---

{"formula": "C3H9N2O2", "method": "wB97M-V/def2-TZVPD", "relative_energy_kj_mol": 421.8, "smiles": "C[C@@H](OO)C(N)=[NH2+]", "total_charge": 1, "lumo_ev": -3.839, "spin_multiplicity": 1, "homo_lumo_gap_ev": 10.82, "fmax_ha_per_bohr": 0.0588, "total_energy_ev": -10322.4803, "species": ["C", "C", "C", "N", "N", "O", "O", "H", "H", "H", "H", "H", "H", "H", "H", "H"], "xyz": [[0.4477, -0.1899, -0.5995], [-0.4363, 0.5144, 0.4692], [1.8441, -0.4031, -0.0917], [-0.2244, 1.7621, 0.8511], [-1.4356, -0.1174, 1.0007], [-0.2104, -1.4950, -0.9425], [-1.4622, -1.1436, -1.5323], [0.2761, 0.2782, -1.5131], [2.5899, 0.3489, -0.4604], [2.1037, -1.4570, -0.4582], [1.9068, -0.3820, 1.0886], [-0.5524, 2.0485, 1.7284], [0.6126, 2.2607, 0.7389], [-1.3809, -1.7619, -2.2218], [-2.0889, 0.5277, 1.4065], [-1.9899, -0.7908, 0.5360]], "nbo_charge": [0.02, 0.59, -0.67, -0.72, -0.69, -0.27, -0.46, 0.24, 0.26, 0.28, 0.24, 0.41, 0.43, 0.49, 0.40, 0.45]}

---

{"formula": "C3H9N2O2", "method": "wB97M-V/def2-TZVPD", "relative_energy_kj_mol": 484.0, "total_charge": 1, "lumo_ev": [-4.617, -4.617], "spin_multiplicity": 1, "homo_lumo_gap_ev": [10.28, 10.28], "fmax_ha_per_bohr": 0.0761, "total_energy_ev": -10321.8354, "species": ["C", "C", "C", "N", "N", "O", "O", "H", "H", "H", "H", "H", "H", "H", "H", "H"], "xyz": [[-0.7140, -0.1588, 0.9441], [0.7955, 0.7877, -0.0798], [0.7889, -1.8152, -0.2983], [0.2772, 0.9254, 1.1289], [0.0907, -0.4931, -0.2950], [-1.8976, 0.2909, 0.5989], [-0.6525, 1.5866, -1.2708], [-0.5836, -1.0734, 1.5534], [1.8546, 1.1099, -0.3541], [0.0408, -2.6086, -0.4232], [1.5248, -1.8751, -1.1053], [1.2239, -1.8619, 0.7063], [-0.0647, 1.9048, 1.4877], [-0.3116, -0.3432, -1.1908], [-1.7301, 1.0687, -0.0552], [-0.6422, 2.5553, -1.3468]], "nbo_charge": [0.44, 0.44, -0.43, -0.59, -0.42, -0.66, -0.99, 0.22, 0.28, 0.26, 0.25, 0.23, 0.46, 0.49, 0.53, 0.49]}

---

{"formula": "C3H9N2O2", "method": "wB97M-V/def2-TZVPD", "relative_energy_kj_mol": 85.2, "smiles": "NC(=O)[C@H]([NH3+])CO", "total_charge": 1, "lumo_ev": -3.396, "spin_multiplicity": 1, "homo_lumo_gap_ev": 11.46, "fmax_ha_per_bohr": 0.0253, "total_energy_ev": -10325.9688, "species": ["N", "C", "C", "O", "C", "N", "O", "H", "H", "H", "H", "H", "H", "H", "H", "H"], "xyz": [[1.5390, 0.1648, -0.5845], [0.0661, 0.0628, -0.5336], [-0.5249, 1.2778, 0.2737], [0.4980, 1.9134, 0.9894], [-0.2263, -1.3166, 0.0696], [-1.5094, -1.7085, 0.0979], [0.7065, -2.0446, 0.3349], [1.8163, 0.6141, -1.4584], [1.8422, 0.7197, 0.2144], [1.9482, -0.7845, -0.5702], [-0.3643, 0.1122, -1.5288], [-0.8509, 2.0038, -0.4708], [-1.4046, 0.9229, 0.8041], [0.4515, 1.8661, 1.9535], [-1.6570, -2.6637, 0.4042], [-2.3304, -1.1397, 0.0046]], "nbo_charge": [-0.68, -0.18, -0.07, -0.73, 0.65, -0.79, -0.60, 0.44, 0.46, 0.48, 0.25, 0.20, 0.20, 0.51, 0.43, 0.41]}

---

{"formula": "C3H9N2O3", "method": "wB97M-V/def2-TZVPD", "relative_energy_kj_mol": 156.1, "total_charge": -1, "lumo_ev": 3.691, "spin_multiplicity": 1, "homo_lumo_gap_ev": 6.67, "fmax_ha_per_bohr": 0.0172, "total_energy_ev": -12380.5040, "species": ["C", "O", "C", "N", "H", "H", "H", "H", "H", "H", "N", "C", "O", "O", "H", "H", "H"], "xyz": [[0.4861, -1.9737, 0.4600], [0.6741, -3.2344, 0.8050], [1.6704, -1.0811, 0.9020], [1.7111, 0.2646, 0.2519], [0.3954, -1.7689, -0.6693], [-0.4705, -1.5266, 0.8786], [1.5964, -0.9367, 1.9824], [2.5597, -1.6758, 0.6846], [2.4904, 0.8208, 0.5746], [1.8432, 0.1104, -0.7460], [-1.4357, 0.4806, -1.2809], [-1.2923, 1.6307, -0.5182], [-0.5126, 1.4692, 0.5251], [-1.8304, 2.6731, -0.8349], [-2.1910, 0.5178, -1.9389], [-1.2577, -0.4025, -0.8269], [0.3809, 0.8507, 0.4392]], "nbo_charge": [0.00, -0.93, -0.26, -0.83, 0.03, 0.07, 0.18, 0.18, 0.37, 0.37, -0.88, 0.89, -0.76, -0.69, 0.38, 0.40, 0.49]}

---

{"formula": "C3H9N2OS", "method": "wB97M-V/def2-TZVPD", "s_squared": 2.007, "relative_energy_kj_mol": 254.9, "total_charge": -1, "lumo_ev": [3.488, 1.662], "spin_multiplicity": 3, "homo_lumo_gap_ev": [2.53, 7.13], "fmax_ha_per_bohr": 0.0728, "total_energy_ev": -19112.9416, "species": ["C", "C", "C", "N", "N", "O", "S", "H", "H", "H", "H", "H", "H", "H", "H", "H"], "xyz": [[-1.4516, -0.5862, -0.6792], [-2.7344, 0.4478, 0.8625], [2.3121, 1.3814, -0.1777], [-2.2429, -0.6483, 0.4737], [1.6866, -1.4700, -0.5241], [1.7434, -2.2140, 0.7904], [2.8471, -0.3545, -0.7106], [-1.4065, 0.4520, -0.9947], [-0.3939, -1.0669, -0.6562], [-2.0609, -1.0039, -1.5952], [1.2116, -1.7879, 1.4299], [-2.6250, 1.5246, 0.3533], [-3.3804, 0.2960, 1.7329], [1.6185, 1.6801, -0.9219], [3.2419, 1.9176, -0.0402], [1.6344, 1.4322, 0.6571]], "nbo_charge": [-0.47, -0.15, -1.31, -0.41, -0.25, -0.66, 0.32, 0.17, 0.24, 0.19, 0.45, 0.14, 0.16, 0.20, 0.20, 0.18]}

---

{"formula": "C3H9N2S", "method": "wB97M-V/def2-TZVPD", "relative_energy_kj_mol": 111.9, "total_charge": 1, "lumo_ev": -3.919, "spin_multiplicity": 1, "homo_lumo_gap_ev": 10.16, "fmax_ha_per_bohr": 0.0956, "total_energy_ev": -17065.0067, "species": ["C", "C", "C", "N", "N", "S", "H", "H", "H", "H", "H", "H", "H", "H", "H"], "xyz": [[-0.5510, 1.0577, -0.1059], [0.2056, -1.1564, 0.9137], [0.4407, -0.1065, -0.0378], [-0.5449, 1.8991, 0.8636], [0.4129, -0.7356, -1.5819], [-1.6618, 1.0605, -1.3375], [0.9906, -1.9476, 1.0428], [-0.7371, -1.6519, 0.7400], [0.2517, -0.9116, 1.9686], [1.5141, 0.2643, 0.1666], [0.0338, 2.0178, 1.7137], [-1.3152, 2.5594, 0.9811], [1.3864, -0.5990, -2.0103], [-0.5934, -0.0251, -1.8927], [0.1678, -1.7252, -1.4239]], "nbo_charge": [0.14, -0.69, -0.10, -0.70, -0.78, 0.06, 0.27, 0.24, 0.27, 0.25, 0.44, 0.43, 0.44, 0.33, 0.42]}